Entry 1:
5 unconnected molecules or ions with the total composition C28H58ClIN5O9S at a distorted geometry, computed with ωB97M-V/def2-TZVPD.

Properties
**Lowest unoccupied orbital energy**: 1.62 eV
**Maximum force**: 2.590 eV/A
**Net charge**: -1
**HOMO energy**: -0.170 hartree

XYZ file:
```
103
Properties=species:S:1:pos:R:3:mulliken_charge:R:1
I -3.5526 3.0566 3.6263 -0.067
Cl -6.1096 -1.1607 3.8017 -0.200
S -5.7320 -2.2192 2.0998 1.173
O 0.1758 0.6351 2.2112 -0.566
O -1.6008 0.2283 3.4959 -0.745
O -9.8675 -6.3107 6.8234 -0.612
O 4.4124 0.0769 -0.0599 -0.415
O 5.5817 -4.5695 1.9557 -0.602
O -4.4059 -2.7434 2.1415 -0.535
O 5.1454 3.9104 -7.9514 -0.644
O 1.0582 2.7725 -3.8158 -0.610
O -6.7197 -3.2612 2.0242 -0.628
N 3.6808 3.9604 -9.6845 0.127
N 5.4981 -4.6298 4.2242 0.114
N 3.1700 2.9627 -4.6371 0.350
N -2.0241 2.4927 0.9727 -0.261
N -8.5328 -5.8030 5.0544 0.136
C -1.9623 1.0666 1.2118 2.149
C -3.3395 0.3361 1.3024 -1.204
C 5.0756 -0.2665 1.1445 -0.408
C 6.1303 -4.3151 5.4882 -0.935
C -9.3365 -6.5901 4.1381 -0.949
C 4.2021 -5.2886 4.2253 -0.941
C -4.4780 1.0328 0.5520 -0.447
C 6.0698 -4.3304 3.0398 0.042
C -0.4901 3.8654 4.1110 -1.724
C -5.8295 0.3652 0.8806 -0.953
C 2.3693 1.0360 -0.9971 -0.176
C -0.6274 3.7532 2.5910 0.629
C 3.3077 3.4791 -10.9995 -0.935
C -8.8981 -5.7462 6.3455 0.122
C -1.0773 0.6094 2.4261 -0.422
C -2.0530 3.4223 2.0352 -1.217
C 5.6515 -1.6888 1.0788 -0.879
C 3.3819 4.2394 -3.9806 -1.006
C 3.0663 0.5057 0.2667 -0.807
C 4.2396 2.3978 -5.4429 -1.042
C -5.8584 -1.1652 0.6397 -0.747
C -1.2700 0.4273 -0.0550 -1.934
C -0.1801 1.3040 -0.6899 -0.495
C 4.7915 3.5373 -9.0543 0.115
C 1.9863 2.3442 -4.4747 0.026
C -7.3624 -5.1052 4.5420 -0.916
C 2.8288 4.9331 -9.0181 -0.850
C 0.9777 0.3888 -1.1874 -0.957
H -2.4097 4.3617 1.6087 0.743
H 4.7985 -2.3620 1.0084 0.282
H -6.5486 0.7868 0.1651 0.390
H -4.3189 1.0947 -0.5328 0.304
H 0.0891 3.0187 2.2190 -0.265
H -3.1669 -0.6844 0.9474 0.320
H 3.3986 5.8398 -8.8114 0.298
H -10.3591 -6.2099 4.1253 0.296
H 2.3303 2.9949 -10.9511 0.345
H 3.4720 -4.6650 3.7088 0.296
H -2.0885 0.3097 -0.7890 0.341
H 4.4892 3.0850 -6.2560 0.430
H -0.5447 1.8208 -1.5825 0.352
H 3.1337 1.3183 0.9978 0.289
H -6.6653 -5.8290 4.1157 0.292
H -5.0098 -1.4291 0.0096 0.358
H 1.9768 5.1737 -9.6490 0.370
H -6.8628 -4.5606 5.3409 0.276
H 2.6374 4.9593 -4.3252 0.313
H 0.9930 -0.5549 -0.6352 0.488
H -4.5609 2.0631 0.9134 0.256
H -8.2235 -5.1238 6.9572 0.270
H 5.4877 -3.6476 6.0662 0.344
H -8.9150 -6.5363 3.1375 0.357
H 0.2524 2.0156 0.0086 0.276
H 5.3686 2.8005 -9.6378 0.288
H 3.2694 4.1206 -2.9019 0.230
H 4.0402 2.7608 -11.3621 0.289
H -1.0944 4.6794 4.5180 0.403
H 4.2739 -6.2409 3.6980 0.293
H 6.1926 -1.8827 2.0073 0.240
H -7.6636 -4.4033 3.7683 0.441
H 2.5539 -0.3639 0.6861 0.381
H 2.4769 4.5259 -8.0694 0.219
H 7.0881 -3.8258 5.3211 0.305
H -9.3622 -7.6294 4.4699 0.306
H 3.9296 1.4423 -5.8646 0.320
H 6.3231 -1.8115 0.2275 0.234
H 0.5530 4.1423 4.3268 0.453
H -0.3289 4.7271 2.1830 0.465
H -0.9327 -0.5752 0.2016 0.645
H -3.6476 0.2415 2.3497 0.421
H 6.2953 -5.2330 6.0576 0.333
H 2.3089 2.1243 -0.9385 0.296
H 3.8746 -5.4610 5.2476 0.378
H 4.3864 -0.2596 1.9965 0.376
H -6.7921 -1.4266 0.1426 0.443
H 1.9245 1.3805 -5.0105 0.310
H 0.7941 0.1083 -2.2318 0.383
H -0.6589 2.9214 4.6298 0.382
H 5.8770 0.4473 1.3896 0.298
H 3.2566 4.3171 -11.6979 0.336
H -6.1882 0.6632 1.8666 0.478
H 4.3791 4.6099 -4.2058 0.408
H 7.0481 -3.8293 3.1467 0.380
H -2.5350 2.7760 0.1526 0.464
H 5.1225 2.2412 -4.8182 0.331
H 2.9894 0.7266 -1.8474 0.298
```

=====

Entry 2:
3 unconnected molecules or ions with the total composition C28H59BClFINO14PS at a distorted geometry, computed with ωB97M-V/def2-TZVPD.

Properties
**Lowest unoccupied orbital energy**: 2.14 eV
**Maximum force**: 1.751 eV/A
**Net charge**: -1
**HOMO energy**: -0.174 hartree

XYZ file:
```
108
Properties=species:S:1:pos:R:3:mulliken_charge:R:1
I 5.5377 -3.1856 -6.5823 -0.066
Cl 5.0261 0.1085 -2.6086 -0.263
S 5.6707 -0.4867 0.1768 1.264
P 3.3889 -3.5003 -1.3040 0.151
F 6.9320 -1.2657 -0.2380 -0.211
O 4.8349 -2.2503 -1.5645 -0.635
O 0.6769 0.6195 0.7489 -0.401
O 3.6415 -3.4667 1.6248 -0.662
O -3.9296 -1.2176 3.0813 -0.364
O -3.4750 -2.9010 -1.9343 -0.308
O 5.2461 -1.0851 1.3943 -0.614
O 2.4913 -2.1343 -0.6781 -0.430
O 1.0724 4.5457 1.2596 -0.364
O -1.7412 5.6989 0.6929 -0.465
O -4.7997 1.3341 5.5124 -0.235
O -4.2540 -0.8340 -2.0145 -0.563
O -4.2220 1.8102 2.5076 -0.421
O 5.9797 0.8908 0.1407 -0.653
O 0.3617 7.8848 0.0865 -0.229
N -1.3232 0.7996 -0.3801 -0.051
C 4.5566 -1.0423 -1.2137 0.988
C -1.9379 -4.4112 -0.9051 -0.354
C 0.0661 0.4317 -0.2699 -0.140
C -4.2184 -2.4133 2.4046 -0.762
C -0.8402 4.9806 -0.1359 -0.577
C -0.8632 7.9904 0.7864 -0.565
C 5.5989 -4.6334 0.4992 -1.080
C 3.0773 -0.8706 -0.7485 -0.875
C -3.6616 -1.7289 -2.5637 0.696
C 0.5176 8.9002 -0.8717 -0.774
C -5.4284 1.5408 3.1884 -0.471
C 3.7177 -2.9800 -5.4812 -0.988
C -3.0913 -0.3622 2.3112 -0.340
C 3.7276 -3.7272 -4.1516 -0.825
C 0.7433 -0.1542 -1.4862 0.623
C -0.0223 3.9425 0.5925 0.443
C -3.0879 1.0355 2.8742 -0.004
C -4.5376 2.0228 6.7079 -0.775
C 1.9351 -4.7165 -1.0672 -1.812
C 2.9061 -2.9989 -3.1049 -0.382
C -3.1586 -1.5991 -3.9704 -0.936
C 0.5545 -4.1273 -1.2131 0.898
C -2.2146 -3.5850 -2.1217 -0.249
C -1.1858 6.7066 1.5148 -0.446
C 2.2364 0.1668 -1.5200 -2.085
C -5.5004 2.1331 4.5769 -0.566
C 1.6231 3.6643 2.2203 -0.496
C -0.5969 -5.1135 -1.0112 -1.105
B 4.2325 -3.8593 0.4427 1.076
H -2.9604 1.0105 3.9596 0.254
H -2.2529 -4.2077 -3.0140 0.230
H 5.9238 -4.8621 1.5102 0.270
H -1.9248 -3.7546 -0.0367 0.016
H -4.8464 -3.0154 3.0596 0.306
H -1.6785 8.2204 0.0874 0.340
H 0.2594 0.2731 -2.3643 0.374
H 0.4476 -3.7255 -2.2141 -0.148
H 0.4189 -3.3226 -0.4908 0.278
H 2.0400 -5.5780 -1.7253 0.374
H -2.5052 -0.7344 -4.0183 0.256
H -6.2037 2.0272 2.5913 0.389
H -1.9658 6.9359 2.2446 0.387
H -2.0623 -0.7497 2.3323 0.498
H -2.2349 1.5535 2.4346 -0.120
H -5.0771 3.1460 4.5542 0.337
H 1.4853 8.7545 -1.3474 0.235
H 0.3726 3.2152 -0.1309 -0.038
H -3.4329 -0.3272 1.2716 0.173
H -0.1859 5.6577 -0.6911 0.221
H -2.6060 -2.4567 -4.3270 0.307
H 3.5517 -1.9216 -5.3376 0.418
H -6.5560 2.2007 4.8826 0.431
H -0.6119 -5.8033 -1.8560 0.330
H 1.9704 2.7351 1.7590 0.068
H -0.4144 -5.6788 -0.1001 0.442
H -4.0152 1.3373 7.3726 0.232
H 2.9613 -3.3667 -6.1506 0.470
H 1.8520 -3.1701 -3.2997 0.680
H 3.1228 -0.5062 0.2797 0.904
H -0.6570 3.4057 1.3077 0.054
H 6.3580 -4.0223 0.0088 0.288
H -4.7494 -2.2252 1.4631 0.312
H -4.0087 -1.4298 -4.6207 0.353
H -5.4649 2.3529 7.1952 0.310
H 3.0986 -1.9363 -3.2169 -0.194
H -0.7900 8.8076 1.5202 0.430
H 5.5354 -5.5411 -0.0976 0.287
H 0.8816 3.4183 2.9894 0.300
H 4.2645 -2.9608 2.1673 0.284
H -2.7505 -5.1174 -0.7461 0.391
H 2.3802 1.1235 -1.0261 0.448
H -1.8626 0.0189 -0.7495 -0.084
H -3.9028 2.9000 6.5322 0.318
H -1.4781 4.4577 -0.8523 0.386
H 2.4660 4.1678 2.6898 0.284
H 4.7470 -3.8662 -3.8063 0.518
H 4.2333 -4.5518 -1.8632 -0.080
H -0.2667 8.8502 -1.6374 0.315
H 2.5648 0.2990 -2.5424 0.894
H 3.2892 -4.7074 -4.3266 0.246
H 0.5803 -1.2292 -1.5104 -0.589
H 1.9939 -5.0958 -0.0446 0.447
H -1.4318 -2.8484 -2.2579 0.266
H -5.6417 0.4690 3.2205 0.207
H 0.4946 9.8966 -0.4108 0.309
H -0.3066 6.3438 2.0534 0.212
H -3.3041 -2.9742 2.1803 0.268
H -1.4069 1.5511 -1.0590 0.303
```

=====

Entry 3:
A molecular structure, C28H59N7PSTi, computed with ωB97M-V/def2-TZVPD.

Properties
**Lowest unoccupied orbital energy (alpha / beta)**: -5.16 / -5.17 eV
**Maximum force**: 0.598 eV/A
**Energy above the lowest of the compared OMol25 structures with the same formula, charge and spin**: 0.322 eV
**Spin multiplicity**: 2
**Net charge**: +2
**HOMO energy (alpha / beta)**: -0.457 / -0.504 hartree

XYZ file:
```
97
Properties=species:S:1:pos:R:3:lowdin_spin:R:1
Ti 0.3702 1.0210 -0.0745 0.955
S -2.0806 0.1961 -0.4788 0.006
P 1.4192 -2.2369 0.2700 -0.008
N -0.3690 3.3990 -0.3118 -0.001
N 0.9539 -0.7051 0.0686 -0.033
N -4.6530 0.1174 -0.9018 0.006
N -3.9225 2.0622 0.1495 0.005
N 2.2476 2.0744 -0.1404 0.005
N 0.0069 1.6997 1.9584 0.013
N 0.6401 1.2616 -2.2162 0.009
C -0.8463 3.8212 1.0246 0.001
C 2.4449 -1.3397 2.7264 0.000
C -0.7524 3.2858 -2.7575 0.000
C -5.4370 3.8104 0.8013 0.000
C 1.7170 -2.5412 2.1102 -0.001
C -0.3904 1.8445 -3.1018 0.003
C 1.1086 2.1645 2.8474 0.005
C 0.3460 -2.6111 2.8010 0.000
C -5.9539 0.4870 -0.8803 0.000
C 2.3031 2.8547 2.1840 0.000
C -1.1455 2.6321 1.9161 0.004
C -6.2461 1.7026 -0.3205 0.004
C 2.8679 -1.9371 -2.1256 0.000
C 3.0443 2.0847 1.0965 0.005
C 2.0044 1.7457 -2.5306 0.005
C 3.0162 -2.5096 -0.6989 -0.001
C 4.1445 -1.7452 0.0142 0.000
C -5.1892 2.4726 0.1912 0.001
C 2.9415 1.5724 -1.3416 0.005
C 2.4982 -3.8131 2.4588 0.000
C 0.0521 -3.2673 -1.8914 0.000
C 3.4775 -3.9676 -0.8288 0.000
C -1.2650 -3.1124 0.1916 0.000
C -1.3765 3.5284 -1.3883 0.000
C -6.9467 -0.4503 -1.4724 0.000
C -3.6381 0.8801 -0.3906 0.007
C 0.1278 -3.4463 -0.3670 -0.001
C 0.4059 -4.9219 -0.0517 0.000
H 2.2881 -1.3548 3.8058 0.000
H 0.9409 -3.6206 -2.4053 0.000
H 2.0424 -0.4086 2.3310 0.000
H 2.4734 -3.9369 3.5427 0.000
H -1.4001 2.9782 2.9248 0.001
H 2.8187 -4.5590 -1.4593 0.000
H 0.6211 0.2473 -2.3191 0.001
H 2.4087 1.2427 -3.4151 0.000
H 0.1170 3.9407 -2.8785 0.000
H -1.7997 4.5387 -1.3689 0.000
H 3.8742 2.1203 -1.5212 0.001
H -0.1278 -2.2265 -2.1670 0.000
H -7.9582 -0.1139 -1.2672 0.000
H 1.9262 2.8084 -2.7738 0.000
H -1.2796 1.2149 -3.0111 0.000
H 4.9994 -1.6792 -0.6595 0.000
H 3.5883 -4.4675 0.1291 0.000
H 4.0139 2.5600 0.9093 0.000
H -0.3404 0.8250 2.3558 0.002
H 2.0703 -1.2011 -2.2020 0.000
H 0.3438 4.0788 -0.5750 0.000
H -5.1470 4.5858 0.0904 0.000
H 3.1789 0.5220 -1.1763 0.000
H 3.8001 -1.4595 -2.4282 0.000
H 2.0239 3.0509 -0.3321 0.000
H 2.0767 -4.7129 2.0227 0.000
H -1.4471 -3.5750 1.1551 0.000
H 3.0138 3.0595 2.9879 0.000
H 0.2953 -5.1385 1.0066 0.000
H 1.3782 -5.2754 -0.3777 0.000
H -0.7883 -3.8549 -2.2613 0.000
H -4.3903 -0.7827 -1.2913 0.000
H -0.1615 -3.5523 2.6135 0.000
H 1.4743 1.2914 3.3911 0.000
H -6.4837 3.9535 1.0525 0.000
H 2.0198 3.8367 1.7910 0.000
H 2.6647 -2.7218 -2.8501 0.000
H -1.4680 3.6208 -3.5116 0.000
H -2.0107 -3.5082 -0.4977 0.000
H -0.3470 -5.5142 -0.5754 0.000
H 4.4821 -2.2625 0.9055 0.000
H 4.4586 -3.9650 -1.3082 0.000
H 3.5179 -1.3624 2.5576 0.000
H -1.4300 -2.0440 0.2830 0.000
H 3.5442 -3.7485 2.1725 0.000
H 0.6887 2.8468 3.5938 0.000
H -0.3125 -1.7937 2.4964 0.000
H -6.8117 -0.5046 -2.5540 0.000
H -6.8200 -1.4538 -1.0650 0.000
H -0.0484 1.7977 -4.1418 0.000
H 0.5016 -2.5419 3.8776 0.000
H -4.8232 3.9326 1.6912 0.000
H 3.8550 -0.7336 0.2952 0.000
H -2.1885 2.8294 -1.1892 0.000
H -1.7381 4.4504 0.9413 0.000
H 3.2312 1.0525 1.3960 0.000
H -2.0041 2.0885 1.5174 0.000
H -7.2651 2.0513 -0.2729 0.000
H -0.0658 4.4356 1.4799 0.000
```

=====

Entry 4:
4 unconnected molecules or ions with the total composition C28H60N2O15P3 at a distorted geometry, computed with ωB97M-V/def2-TZVPD.

Properties
**Lowest unoccupied orbital energy**: -4.66 eV
**Maximum force**: 9.666 eV/A
**Net charge**: +1
**HOMO energy**: -0.402 hartree

XYZ file:
```
108
Properties=species:S:1:pos:R:3:mulliken_charge:R:1
P 1.9279 -5.3641 6.2762 1.017
P -2.2032 -5.3129 1.4609 1.013
P -3.8307 6.6995 1.8548 1.011
O 6.0849 1.2155 -2.8492 -0.271
O -0.6116 -5.2991 1.0839 -0.219
O 3.5160 -5.3501 5.9046 -0.310
O 2.1802 -6.6055 7.4259 -0.271
O -4.0282 5.5251 0.9034 -0.577
O 1.1462 4.8651 -3.6677 -0.390
O 3.9856 3.9700 -1.9906 -0.386
O 1.1285 -6.2535 5.3465 -0.549
O -5.1012 6.2208 2.8668 -0.473
O -2.5094 7.2630 0.9079 -0.230
O -2.3938 -3.8463 0.6331 -0.461
O -1.9555 -6.6976 2.4386 -0.285
O -3.0173 -6.1099 0.4578 -0.643
O -4.7078 7.9995 1.4023 -0.300
O 1.7028 -3.9333 5.4086 -0.485
N -0.4609 3.1686 -3.1719 0.761
N -2.7445 -1.1306 -3.3144 -0.418
C -1.2178 6.9913 1.4637 -0.745
C 1.3493 -6.5215 8.5918 -0.750
C -3.0306 0.9552 0.2431 -1.199
C -3.1892 -2.3655 -3.6681 -0.375
C 4.6034 2.7173 -1.6400 -0.305
C -4.7256 8.4025 0.0388 -0.590
C -1.8854 2.8564 -2.8035 -1.647
C 6.0142 2.5573 -2.3522 -0.422
C 2.5798 3.8246 -1.8607 -0.039
C -2.7653 -6.7538 3.6203 -0.785
C 1.8576 -3.9855 3.9999 -0.561
C -0.3993 -2.0701 -3.0756 -0.111
C -6.3147 5.8007 2.2598 -0.445
C -0.8843 0.3910 -2.6471 0.543
C 0.0403 0.8519 -3.8623 -0.452
C -0.1606 2.3203 -4.3606 -1.033
C 1.7677 5.0672 -2.3797 -0.322
C -2.2695 -3.4720 -3.7680 -0.312
C -1.4326 -1.0464 -3.0363 -0.394
C -0.8386 -3.4205 -3.4800 -0.737
C 4.1842 -6.5751 5.6266 -0.625
C -1.8313 1.6711 -0.5629 -0.572
C -0.2359 4.6033 -3.5553 -0.689
C -1.9783 1.3972 -2.1401 -0.008
C 7.4065 0.6768 -2.8007 -0.244
C 7.3330 -0.8724 -2.4593 -1.038
C 0.0322 -6.5099 0.7058 -0.700
C -2.2281 -3.8567 -0.7743 -0.160
H 2.8208 -4.4172 3.7235 0.253
H 4.0008 1.8322 -2.0009 0.192
H -0.4592 7.3873 0.7891 0.227
H -0.8601 1.3092 -0.1435 0.407
H -1.9132 2.7581 -0.3070 0.320
H 8.0631 1.1340 -2.0152 0.278
H -2.5464 2.8010 -3.7138 0.397
H -4.6195 7.5515 -0.6365 0.283
H -2.6338 0.5340 1.2016 0.325
H -3.5243 0.1606 -0.3714 0.324
H -2.5535 -5.8983 4.2637 0.325
H -0.6504 -7.1879 0.1904 0.359
H 0.2955 -6.5834 8.3086 0.316
H -0.1768 0.1783 -4.7361 0.432
H -3.8247 -6.7629 3.3506 0.357
H 6.8395 2.8356 -1.6549 0.301
H -0.7796 5.3131 -2.8849 0.368
H 7.1107 -0.9965 -1.3625 0.257
H 1.0451 -4.5494 3.5417 0.241
H 1.8163 -2.9628 3.6217 0.284
H -2.2465 -2.8215 -1.1170 0.030
H 2.2514 2.9446 -2.5018 0.006
H 5.9538 3.2289 -3.2565 0.239
H 6.4830 -1.3095 -3.0463 0.270
H -2.5264 -7.6684 4.1601 0.238
H -3.0416 1.0971 -2.2792 0.872
H -6.6877 6.5510 1.5615 0.235
H 0.8524 -6.2578 0.0315 0.274
H -0.6447 4.7273 -4.5962 0.352
H 2.4098 5.9856 -2.4121 0.433
H 3.5169 -7.3052 5.1656 0.328
H 1.1156 0.6442 -3.5957 0.246
H 1.5912 -7.3542 9.2501 0.240
H -5.6832 8.8867 -0.1550 0.273
H -0.1871 0.1891 -1.7853 0.347
H -2.3204 3.6550 -2.1587 0.528
H -2.6832 -4.4577 -4.0936 0.356
H -3.9291 9.1245 -0.1435 0.251
H -3.7837 1.7325 0.5509 0.259
H -1.1141 7.4772 2.4351 0.340
H 7.9605 0.7825 -3.7748 0.260
H 1.5358 -5.5857 9.1218 0.336
H 0.7568 2.6427 -4.9233 0.300
H 4.6042 -6.9831 6.5463 0.252
H 8.3135 -1.3623 -2.6884 0.343
H -6.1837 4.8446 1.7548 0.180
H -0.9925 2.3608 -5.1142 0.480
H 4.6825 2.5821 -0.5239 0.259
H 5.0018 -6.3623 4.9368 0.257
H -7.0492 5.6693 3.0553 0.259
H -1.2717 -4.2990 -1.0554 0.266
H 0.4465 -6.9985 1.5883 0.219
H -1.0734 5.9122 1.5723 0.305
H -0.1507 -4.2818 -3.5821 0.450
H 0.1217 2.8867 -2.3732 0.141
H 2.3196 3.5737 -0.7901 0.337
H -3.0481 -4.3887 -1.2557 0.247
H -4.2634 -2.5553 -3.8897 0.377
H 0.9498 5.2564 -1.6337 0.188
H 0.6743 -1.8588 -2.8498 0.369
```